# 1
{"formula": "C11H16O2PS", "method": "ωB97M-V/def2-TZVPD", "max_force_ev_per_a": 5.54, "homo_ev": -11.9, "spin_multiplicity": 1, "de_lowest_kcal_mol": 4.6, "e_lumo_ev": -4.692, "mol_weight_g_mol": 243.29, "total_charge": 1, "elements": ["C", "C", "C", "C", "C", "C", "C", "C", "C", "C", "C", "O", "O", "P", "S", "H", "H", "H", "H", "H", "H", "H", "H", "H", "H", "H", "H", "H", "H", "H", "H"], "positions_angstrom": [[2.65906, -4.57542, 1.19413], [1.33533, -4.42099, 1.59166], [3.30504, -3.51170, 0.54113], [0.72311, -3.16167, 1.42321], [2.68475, -2.33096, 0.30970], [1.37512, -2.07450, 0.76930], [0.59485, -1.03645, 0.30387], [-0.78756, 2.05474, -3.37938], [-0.87744, 3.57947, 1.92287], [-2.17163, 1.57290, -3.07741], [-2.01044, 2.56283, 1.90585], [-2.10567, 1.46798, -1.59755], [-2.12206, 1.94966, 0.61693], [-1.35031, 2.45738, -0.65529], [1.23473, 0.33683, -0.39353], [3.01046, -5.61010, 1.43888], [0.89075, -5.25475, 2.09276], [4.38852, -3.70423, 0.11019], [-0.20387, -3.02904, 1.68850], [3.38764, -1.70125, -0.29955], [-0.42349, -1.21750, 0.35706], [-0.75974, 2.40953, -4.46575], [-0.71066, 2.96006, -2.76765], [0.04472, 1.43997, -3.32222], [-0.99302, 4.00780, 2.92505], [0.02626, 3.01135, 1.58437], [-1.16253, 4.49516, 1.31344], [-2.27695, 0.50900, -3.28959], [-3.03114, 2.09436, -3.45316], [-2.88681, 3.02351, 2.06015], [-1.78704, 1.69603, 2.55202]], "atomic_forces_ev_per_a": [[-0.768, -0.864, 0.396], [0.551, 1.859, 0.031], [2.769, -2.627, -0.357], [5.100, -1.165, -1.815], [1.584, 1.152, -0.719], [1.183, -3.375, 0.302], [1.656, 2.871, -1.133], [-1.841, 3.249, -3.582], [-1.415, 0.386, -0.251], [2.078, -2.739, 1.248], [3.926, -1.503, -0.454], [-1.182, 0.749, -0.016], [0.144, 0.112, -1.102], [-0.775, -1.580, 0.622], [-1.142, -0.222, 0.385], [0.587, 1.311, -0.716], [-0.656, -0.078, 0.145], [-2.398, 0.557, 1.031], [-5.094, 0.653, 1.554], [-1.654, 0.241, 0.668], [-2.153, 0.183, 0.234], [-0.019, -0.181, 1.314], [0.798, 0.124, -0.586], [1.115, -1.620, 0.859], [1.297, -0.337, 0.144], [-0.174, 1.254, 0.818], [0.669, -1.253, 0.091], [-0.242, 0.156, -0.577], [-0.166, 0.706, 0.316], [-3.379, 1.261, 1.003], [-0.399, 0.719, 0.146]], "lowdin_charge": [-0.049, -0.041, -0.087, 0.022, -0.066, -0.317, -0.532, -0.119, -0.113, -0.181, -0.258, -0.330, -0.305, 1.105, 0.686, 0.131, 0.105, 0.156, 0.058, 0.126, 0.051, 0.125, 0.023, 0.051, 0.096, 0.080, 0.096, 0.129, 0.127, 0.086, 0.145]}



# 2
{"formula": "C11H16O4", "method": "ωB97M-V/def2-TZVPD", "smiles": "C=C[C@@H](O)[C@@H]1O[C@H]1/C=C/[C@@H]1O[C@H]1[C@@H](C)O", "max_force_ev_per_a": 7.59, "homo_ev": -8.4, "spin_multiplicity": 1, "de_lowest_kcal_mol": 186.7, "e_lumo_ev": 0.774, "mol_weight_g_mol": 212.25, "elements": ["O", "O", "O", "O", "C", "C", "C", "C", "C", "C", "C", "C", "C", "C", "C", "H", "H", "H", "H", "H", "H", "H", "H", "H", "H", "H", "H", "H", "H", "H", "H"], "positions_angstrom": [[0.38752, -3.28191, 1.34023], [-0.46049, 0.68688, -3.16120], [3.01871, -2.21971, 2.01828], [-2.73217, 1.92762, -3.59382], [1.51703, -0.29160, 4.74355], [1.95835, -1.44651, 4.09486], [0.01867, -0.96155, -1.48931], [-0.31574, -1.68215, -0.36682], [-1.10255, -0.16348, -2.20878], [-1.54290, 3.70888, -2.65278], [0.68150, -2.32690, 0.34883], [0.55325, -1.97623, 1.96421], [-1.04352, 1.45888, -2.05249], [1.98127, -1.40478, 2.52107], [-2.23104, 2.40735, -2.43328], [2.66563, -2.94728, 1.39042], [-1.96077, 1.51661, -4.03438], [1.19489, 0.52054, 4.13924], [1.41348, -0.41758, 5.76819], [2.31310, -2.31508, 4.59340], [1.00557, -0.79756, -1.89536], [-1.40294, -1.74410, -0.07152], [-1.96753, -0.71184, -2.54968], [-1.15012, 4.17366, -1.70703], [-2.28938, 4.45153, -2.94827], [-0.73443, 3.54996, -3.32706], [1.60618, -2.26288, 0.04060], [-0.15081, -1.34785, 2.45914], [-0.23483, 1.84398, -1.40045], [2.04563, -0.40814, 2.07225], [-3.04157, 2.46123, -1.60204]], "atomic_forces_ev_per_a": [[0.157, 0.713, 1.643], [-1.070, 1.180, -0.095], [-0.102, -1.457, -1.330], [-1.048, -0.800, -1.817], [1.417, -4.585, -2.716], [-1.031, 4.651, -1.358], [-3.339, -0.070, 1.412], [-1.959, 1.560, -3.975], [2.934, 2.325, 1.112], [-0.823, 2.124, 1.941], [-4.016, 1.065, 6.348], [3.762, -0.169, -3.028], [0.023, -3.630, 0.173], [-1.555, -3.310, 0.536], [1.270, -0.878, 2.691], [0.692, 1.766, 1.891], [-0.517, -0.002, -0.149], [-0.190, 0.812, 0.059], [-0.301, 0.690, 1.822], [0.090, -0.650, 0.256], [0.181, -0.204, 0.147], [1.400, 0.017, -0.165], [-0.354, 0.289, 0.008], [-0.060, -0.760, -0.635], [0.299, -0.060, -0.704], [0.522, 0.321, -0.805], [4.739, -0.045, -1.844], [-1.724, -0.474, -0.323], [-0.744, -0.299, -0.234], [-0.002, 0.122, 0.515], [1.351, -0.240, -1.377]], "lowdin_charge": [0.003, -0.099, -0.069, -0.016, 0.032, -0.062, -0.009, -0.067, -0.174, -0.068, -0.252, -0.064, -0.111, -0.319, -0.460, 0.126, 0.100, 0.045, 0.022, 0.089, 0.114, 0.156, 0.137, 0.101, 0.087, 0.080, 0.085, 0.127, 0.147, 0.141, 0.178]}